Density functional theory data (the ωB97M-V functional and the def2-TZVPD basis) for C28H24BrNO7Pt as an isolated structure.

```
62
Properties=species:S:1:pos:R:3:mulliken_charge:R:1
C 4.26 -1.36 -0.56 -0.605
H -4.21 1.22 0.44 0.295
O -1.75 0.31 0.46 -0.924
C 0.33 2.78 0.96 -0.341
H 4.74 -1.90 -1.37 0.500
H 5.03 3.37 -1.16 0.430
C 0.99 7.01 1.03 -0.440
C 3.09 2.71 -0.53 0.030
C 4.35 -0.19 1.52 -0.739
C 5.00 -0.86 0.49 1.015
Br 1.88 -1.89 -1.96 -0.071
C 0.58 4.24 0.95 0.317
C -4.01 -1.32 2.04 0.317
C 0.77 4.97 -0.23 0.035
C 0.83 1.86 0.12 -0.929
O -3.41 -3.04 0.39 -0.510
O 6.33 -1.05 0.47 -0.544
H 3.23 3.03 0.50 0.441
C 2.90 -1.17 -0.56 0.306
H 0.77 6.82 3.15 0.379
H -1.10 -0.30 -2.10 0.039
C 2.99 -0.03 1.43 -0.262
C -2.49 0.64 -0.74 1.786
C 0.98 6.34 -0.19 -0.836
Pt 0.27 -0.02 0.35 0.857
H 4.70 2.68 -3.51 0.410
H -0.36 2.45 1.72 0.393
C 0.56 4.93 2.16 -0.413
H -4.55 0.95 -1.27 0.552
H 1.15 8.08 1.06 0.386
C 2.71 1.93 -3.16 -0.912
H -1.10 2.15 -1.48 0.250
H -2.31 2.76 -0.35 0.336
H -2.78 2.35 -2.01 0.609
N 2.26 -0.50 0.41 -0.176
O -0.66 -2.07 0.75 -0.754
H 0.75 4.46 -1.18 0.408
C -2.14 2.06 -1.17 -1.650
O -5.19 -1.45 2.14 -0.491
H 6.75 -0.66 1.25 0.302
C 0.78 6.30 2.20 -0.642
H -2.74 -0.11 -2.75 0.525
H -2.39 -1.37 -1.56 0.248
C 1.88 2.12 -0.90 0.617
H 2.43 0.50 2.19 0.426
O -3.50 0.46 3.64 -0.528
H 0.38 4.39 3.08 0.416
H -4.31 -0.43 -0.23 0.394
C -3.98 0.59 -0.42 -1.901
H 4.88 0.21 2.37 0.354
O -0.71 -0.45 3.26 -0.613
H 0.79 1.25 -2.52 0.154
C 1.71 1.73 -2.22 0.171
C 4.10 2.91 -1.46 -0.956
C -2.16 -0.35 -1.86 -1.422
C -1.64 -1.67 1.35 1.138
C -1.65 -0.74 2.58 0.857
C 3.91 2.52 -2.78 -0.546
C -3.11 -0.37 2.87 0.411
H 1.13 6.88 -1.11 0.398
H 2.56 1.63 -4.19 0.448
C -3.08 -2.15 1.12 0.253
```

Output
Gap between HOMO and LUMO = 5.42 eV
E_HOMO = -7.8 eV
2S+1 = 1
LUMO energy = -2.426 eV
Maximum force = 0.18 eV/A
Total charge = 0